Record 1
Molecular formula: C38H43NP2PdS
Method: DFT, ωB97M-V/def2-TZVPD

Last column: Mulliken spin population.
Geometry (Å):
Pd -1.07 1.12 0.99  0.5119
C -2.00 4.05 4.57  -0.0027
C -1.13 3.34 3.52  0.0192
C -0.69 4.32 2.44  -0.0011
C -1.87 2.14 2.99  -0.0077
C -1.68 0.87 3.54  0.0018
C -2.49 -0.22 3.21  0.0207
C -3.49 -0.10 2.25  0.0471
C -4.36 -1.25 1.86  0.0011
C -3.65 1.16 1.63  0.0075
C -2.89 2.27 2.01  0.0305
H -1.45 4.86 5.04  0.0002
H -2.34 3.37 5.35  -0.0003
H -2.89 4.48 4.09  0.0005
H -0.24 2.96 4.03  0.0026
H -1.53 4.90 2.06  0.0002
H -0.23 3.81 1.58  -0.0029
H 0.04 5.02 2.84  0.0002
H -0.91 0.75 4.30  -0.0016
H -2.33 -1.17 3.69  0.0020
H -4.02 -2.18 2.33  0.0002
H -4.35 -1.40 0.77  0.0024
H -5.39 -1.08 2.16  0.0028
H -4.44 1.29 0.90  -0.0036
H -3.13 3.24 1.60  -0.0011
C 2.54 -1.54 -5.54  -0.0255
S 2.72 -2.68 -4.21  0.8820
C 3.48 -1.70 -2.94  -0.0237
C 2.41 -0.81 -2.23  0.0818
C 1.47 -1.62 -1.34  0.0855
N 0.57 -0.79 -0.55  -0.0247
P -0.90 -0.06 -1.03  0.1387
C -0.55 0.70 -2.64  -0.0026
C 0.07 1.95 -2.66  -0.0059
C 0.47 2.52 -3.86  -0.0041
C 0.24 1.86 -5.05  0.0063
C -0.40 0.62 -5.05  -0.0100
C -0.79 0.04 -3.85  0.0161
C -2.08 -1.36 -1.44  -0.0062
C -3.32 -0.97 -1.94  0.0201
C -4.30 -1.90 -2.20  -0.0026
C -4.07 -3.25 -1.95  0.0095
C -2.84 -3.65 -1.44  -0.0054
C -1.85 -2.71 -1.19  0.0146
P 0.95 -0.06 0.97  0.1201
C 2.60 0.65 0.74  0.0385
C 2.70 1.99 0.36  0.0005
C 3.93 2.54 0.03  0.0003
C 5.07 1.76 0.09  0.0009
C 4.99 0.43 0.49  0.0022
C 3.76 -0.12 0.82  -0.0011
C 1.20 -1.38 2.17  0.0242
C 0.45 -2.55 2.09  0.0081
C 0.53 -3.51 3.08  -0.0087
C 1.35 -3.30 4.18  0.0134
C 2.09 -2.12 4.28  -0.0059
C 2.01 -1.17 3.28  0.0185
H 1.94 -2.00 -6.32  -0.0015
H 3.54 -1.32 -5.92  0.0492
H 2.08 -0.62 -5.17  0.0309
H 4.24 -1.08 -3.42  0.0086
H 3.94 -2.40 -2.25  0.0089
H 1.87 -0.23 -2.97  -0.0358
H 2.99 -0.11 -1.63  -0.0120
H 2.06 -2.24 -0.65  0.0046
H 0.87 -2.33 -1.93  -0.0600
H 0.23 2.48 -1.72  0.0011
H 0.94 3.50 -3.86  0.0000
H 0.52 2.32 -5.99  0.0003
H -0.63 0.13 -5.99  0.0004
H -1.31 -0.91 -3.85  0.0086
H -3.52 0.08 -2.14  0.0007
H -5.26 -1.59 -2.60  0.0000
H -4.84 -3.98 -2.15  0.0003
H -2.66 -4.70 -1.24  0.0000
H -0.90 -3.04 -0.79  0.0048
H 1.80 2.61 0.33  -0.0016
H 4.00 3.58 -0.25  0.0000
H 6.03 2.19 -0.15  0.0001
H 5.89 -0.17 0.56  -0.0001
H 3.71 -1.15 1.15  -0.0003
H -0.22 -2.71 1.25  0.0074
H -0.05 -4.42 3.01  -0.0002
H 1.42 -4.04 4.96  0.0007
H 2.72 -1.95 5.14  -0.0001
H 2.59 -0.26 3.38  0.0001

Output
- <S²> = 2.011
- HOMO-LUMO gap (alpha / beta) (eV) = 7.209 / 3.426
- net charge = +2
- highest occupied orbital energy (alpha / beta) (eV) = -11.78 / -13.17
- electronic energy (Eh) = -2736.858695
- LUMO (alpha / beta) (eV) = -4.57 / -9.74
- spin multiplicity = 3

Record 2
Molecular formula: C38H44Cl2N2O12S
Method: DFT, ωB97M-V/def2-TZVPD

Last column: Mulliken charge in e.
Geometry (Å):
C 0.97 -3.30 -3.47  -0.8540
C 1.26 -3.22 -2.00  0.1313
C 1.29 -1.69 -1.34  0.5870
C 2.65 -0.74 -1.26  0.2373
C 4.09 -1.25 -1.90  -0.4654
C 3.95 -1.53 -3.54  -0.2919
C 5.47 -1.27 -4.18  -0.6048
O 6.42 -2.04 -3.36  -0.5110
C 2.61 0.76 -0.55  -0.9506
N 3.85 1.68 -0.49  -0.3044
C 3.47 2.82 -1.47  -0.3548
C 3.18 4.23 -0.68  -0.3364
C 1.62 4.75 -0.85  -0.6273
C 1.22 1.38 0.09  -0.2983
C -0.12 0.43 -0.01  0.5985
C -0.10 -1.09 -0.72  0.2272
C -1.55 -1.92 -0.77  0.0252
O -1.64 -3.23 -0.52  -0.5680
C -2.87 -0.96 -1.15  -0.1604
C -4.05 -1.46 -2.18  0.3269
N -3.94 -2.86 -2.81  -0.3541
C -5.10 -3.49 -2.36  0.2069
S -6.21 -4.65 -1.71  -0.1192
C -5.27 -0.41 -2.52  -0.2371
C -5.33 1.09 -1.85  0.5481
C -6.50 2.23 -2.16  -0.3188
Cl -8.17 1.46 -1.92  -0.1252
C -6.30 2.90 -3.68  0.0477
C -6.33 1.80 -4.89  -0.8882
Cl -7.69 4.14 -3.98  -0.1865
C -4.13 1.57 -0.80  -0.8916
C -2.89 0.55 -0.45  0.2394
C -1.61 0.95 0.55  0.0565
O -1.76 1.63 1.70  -0.5146
H 0.42 -4.22 -3.96  0.2729
H 1.24 -2.38 -4.18  0.2002
H 1.42 -4.20 -1.35  0.2010
H 4.90 -0.39 -1.78  0.4296
H 4.50 -2.24 -1.41  0.0772
H 3.67 -2.65 -3.76  0.2501
H 3.16 -0.82 -4.05  0.2481
H 5.68 -0.11 -4.07  0.2726
H 5.51 -1.64 -5.31  0.3057
H 6.38 -3.03 -3.58  0.3197
H 3.94 2.07 0.48  0.4326
H 2.51 2.52 -2.11  0.2272
H 4.32 3.02 -2.27  0.3125
H 3.92 5.06 -1.11  0.3194
H 3.40 4.19 0.48  0.2691
H 1.53 5.88 -1.14  0.2882
H 1.04 4.59 0.18  -0.0137
H 1.04 4.08 -1.64  0.2287
H 1.11 2.42 0.61  0.1521
H -6.15 -0.67 -3.28  0.2408
H -6.33 3.13 -1.41  0.3729
H -5.30 3.52 -3.76  0.3484
H -6.51 2.31 -5.95  0.3467
H -5.23 1.34 -4.94  0.2654
H -7.10 0.92 -4.69  0.1763
H -4.15 2.64 -0.35  0.1738
C -3.46 4.60 4.99  -1.4177
C -2.51 5.33 4.06  0.5253
C -1.17 4.67 3.93  -0.1379
O -0.32 5.76 3.63  -0.2972
C -0.89 6.87 4.19  0.6365
O -0.34 7.94 4.32  -0.5646
O -2.17 6.60 4.59  -0.3427
H -3.57 3.55 4.70  0.3514
H -3.11 4.64 6.03  0.3679
H -4.44 5.07 4.98  0.3566
H -2.98 5.48 3.08  0.2280
H -1.15 3.93 3.13  0.0344
H -0.82 4.20 4.86  0.2589
C -0.27 -3.14 2.27  -0.7814
C -0.61 -2.64 3.66  0.5468
C -0.65 -1.14 3.77  -0.1158
O -0.32 -0.92 5.13  -0.3500
C 0.45 -1.99 5.52  0.5447
O 1.09 -2.03 6.55  -0.5714
O 0.41 -2.99 4.59  -0.3605
H -0.95 -2.72 1.52  -0.0478
H 0.76 -2.89 2.01  0.0059
H -0.35 -4.23 2.24  0.4996
H -1.55 -3.09 4.01  0.2060
H -1.63 -0.73 3.54  0.2108
H 0.10 -0.65 3.14  0.1748
C 4.31 -4.41 2.86  -1.6013
C 3.85 -4.42 1.42  1.0376
C 3.03 -5.63 1.07  -0.3870
O 3.28 -5.78 -0.32  -0.3494
C 4.52 -5.25 -0.54  0.6342
O 5.16 -5.40 -1.57  -0.5798
O 4.96 -4.54 0.54  -0.3733
H 3.46 -4.51 3.55  0.3817
H 5.03 -5.21 3.06  0.3936
H 4.82 -3.46 3.09  0.3839
H 3.32 -3.50 1.18  -0.0229
H 1.96 -5.48 1.25  0.1864
H 3.35 -6.54 1.58  0.3493

Output
- HOMO-LUMO gap (eV) = 6.825
- highest occupied orbital energy (eV) = -9.05
- electronic energy (Eh) = -3804.442025
- LUMO (eV) = -2.22

Record 3
Molecular formula: C38H44ClF3N2S3SbTl
Method: DFT, ωB97M-V/def2-TZVPD

Last column: Mulliken charge in e.
Geometry (Å):
Tl 1.02 -0.11 0.52  0.6163
C 4.07 -2.35 -0.73  -1.0510
C 4.38 -1.71 0.65  -0.8672
N 3.84 -0.38 0.81  0.3669
C 4.65 0.73 0.35  -0.9721
C 4.88 0.82 -1.15  -0.7969
S 3.42 0.96 -2.24  0.1563
C 3.51 -0.58 -3.19  -0.8975
C 2.68 -1.76 -2.68  -0.6681
N 2.77 -1.97 -1.26  0.6025
H 4.17 -3.44 -0.63  0.3541
H 4.84 -2.04 -1.45  0.4131
H 5.48 -1.72 0.78  0.3115
H 3.95 -2.34 1.42  0.4206
H 3.55 -0.19 1.77  0.2200
H 5.66 0.70 0.80  0.3696
H 4.16 1.64 0.71  0.2734
H 5.46 -0.04 -1.52  0.3319
H 5.48 1.71 -1.34  0.5671
H 4.57 -0.83 -3.29  0.4097
H 3.15 -0.32 -4.19  0.4397
H 2.98 -2.65 -3.27  0.3179
H 1.63 -1.58 -2.90  0.2379
H 2.02 -2.58 -0.93  -0.0058
C -2.90 -3.30 -0.16  -1.7990
C -1.41 -3.05 0.03  0.7592
S -0.67 -1.96 -1.10  -0.0592
C -0.80 -3.71 1.05  0.4647
C -1.57 -4.75 1.85  -1.7519
S 0.93 -3.55 1.43  -0.4728
H -3.27 -2.72 -1.00  0.3617
H -3.47 -3.01 0.73  0.1910
H -3.10 -4.36 -0.35  0.4657
H -2.50 -4.35 2.27  0.1588
H -0.97 -5.15 2.66  0.3642
H -1.86 -5.60 1.21  0.4513
F -2.80 5.16 -6.86  -0.3663
C -2.31 4.34 -5.90  0.4953
C -1.82 3.11 -6.26  -0.6150
C -1.31 2.28 -5.25  -0.3621
C -1.29 2.68 -3.91  -0.9081
C -1.79 3.94 -3.61  0.3113
C -2.31 4.78 -4.59  -0.7619
Sb -0.51 1.28 -2.38  0.9114
C 0.04 2.96 -1.15  -0.1173
C -0.45 3.17 0.13  0.1688
C -0.01 4.23 0.91  -0.4516
C 0.94 5.08 0.37  0.5368
F 1.38 6.12 1.12  -0.3901
C 1.46 4.90 -0.89  -0.7621
C 1.01 3.83 -1.65  -0.4733
C -2.52 0.92 -1.65  -0.5380
C -2.70 0.18 -0.47  0.3391
C -3.96 -0.22 -0.05  -1.2675
C -5.05 0.11 -0.84  0.3752
F -6.28 -0.30 -0.45  -0.3933
C -4.92 0.82 -2.01  -1.0838
C -3.65 1.22 -2.41  -0.0872
H -1.84 2.80 -7.29  0.4129
H -0.92 1.31 -5.53  0.3059
H -1.79 4.28 -2.58  0.4012
H -2.70 5.76 -4.35  0.4190
H -1.17 2.47 0.56  0.1826
H -0.36 4.38 1.92  0.3351
H 2.23 5.57 -1.25  0.4025
H 1.42 3.67 -2.64  0.4107
H -1.84 -0.11 0.13  0.6646
H -4.09 -0.80 0.85  0.4798
H -5.80 1.05 -2.60  0.4475
H -3.56 1.77 -3.34  0.3389
Cl 2.18 2.07 2.43  -0.6416
C 1.37 -0.68 4.41  -1.6714
C 0.57 -1.78 3.70  2.4200
C 0.74 -3.03 4.56  -2.2842
C 1.17 -1.92 2.27  -0.6824
C -0.89 -1.33 3.66  -0.2889
C -1.94 -2.13 4.10  -0.0064
C -3.26 -1.67 4.10  -0.8317
C -3.55 -0.39 3.67  -0.5636
C -2.52 0.43 3.23  -0.6191
C -1.21 -0.04 3.22  -0.3473
H 2.38 -1.05 4.63  0.4033
H 0.89 -0.40 5.36  0.3959
H 1.49 0.22 3.80  0.0585
H 1.80 -3.27 4.63  0.4286
H 0.25 -3.90 4.13  0.2625
H 0.35 -2.87 5.58  0.4516
H 2.26 -1.99 2.44  -0.1170
H -1.74 -3.14 4.44  0.4379
H -4.05 -2.33 4.44  0.3243
H -4.58 -0.03 3.67  0.3719
H -2.73 1.43 2.88  0.3337
H -0.42 0.62 2.89  0.5205

Output
- HOMO-LUMO gap (eV) = 4.636
- net charge = -2
- energy above the lowest of the compared OMol25 structures with the same formula, charge and spin (kJ/mol) = 167.4
- highest occupied orbital energy (eV) = -0.51
- electronic energy (Eh) = -3951.025374
- LUMO (eV) = 4.13